Density functional theory data (ωB97M-V/def2-TZVPD) for a structure of composition C32H43BrCdN2P2 in a non-equilibrium geometry.

Summary:
* ΔE to the lowest compared entry with this formula, charge and spin: 0.00 kcal/mol
* spin multiplicity: 1
* HOMO (alpha / beta): -0.46675 / -0.46706 Ha
* HOMO-LUMO gap (alpha / beta): 4.71 / 4.95 eV
* charge: +2

Last column: Mulliken charge in e.
Cartesian coordinates (Å):
C (-3.8684, -7.4436, 3.7178)  -0.43
C (-4.5124, -6.7178, 2.6570)  0.57
C (-5.6840, -7.3016, 2.1170)  -0.43
C (-6.1902, -8.4871, 2.6726)  -0.35
N (-5.5893, -9.1056, 3.6735)  -0.52
C (-4.4692, -8.6229, 4.1896)  -0.28
C (-4.0394, -5.4609, 2.0698)  -0.52
C (-3.5337, -4.4465, 1.5619)  0.70
C (-2.4375, -3.6223, 0.9958)  -0.46
C (-1.5454, -2.7864, 1.6987)  -0.54
C (-0.5331, -2.1453, 0.9759)  -0.17
C (-0.1965, -2.5533, -0.3084)  0.16
C (-1.0588, -3.3937, -1.0418)  -0.48
C (-2.2085, -3.8790, -0.4217)  -0.63
Cd (-3.8977, -2.4807, 0.0436)  0.45
P (-2.1338, 1.4862, 0.6311)  0.53
H (-6.2010, -6.8633, 1.2610)  0.37
H (-2.9180, -7.1438, 4.1760)  0.39
H (-7.1053, -8.9286, 2.2783)  0.37
H (-4.0264, -9.1956, 5.0096)  0.38
H (-2.7114, -4.7497, -0.8029)  0.70
H (-1.7290, -2.6480, 2.7789)  0.55
H (-0.9243, -3.5378, -2.1094)  0.73
H (-0.0392, -1.3218, 1.4810)  0.48
C (-1.7624, 3.1758, -0.0528)  -0.87
C (-2.8581, 4.2420, -0.1547)  -1.18
H (-1.3569, 2.9645, -1.0593)  0.51
H (-0.9282, 3.5475, 0.5670)  0.53
H (-2.3981, 5.1474, -0.5885)  0.40
H (-3.6868, 3.9401, -0.8165)  0.23
H (-3.2739, 4.5175, 0.8299)  0.25
C (-3.9635, 1.2530, 0.5543)  1.18
C (-4.7131, 0.7971, 1.7976)  -1.58
H (-4.0161, 0.4661, -0.2163)  -1.20
H (-4.4202, 2.1454, 0.1010)  0.26
H (-5.6806, 0.3750, 1.5041)  0.45
H (-4.1910, 0.0310, 2.3815)  0.26
H (-4.9131, 1.6486, 2.4521)  0.32
C (-1.7944, 1.7485, 2.4234)  -0.46
C (-2.3196, 3.0075, 3.1040)  -1.33
H (-0.6936, 1.7089, 2.4714)  0.35
H (-2.1747, 0.8480, 2.9274)  0.38
H (-2.1129, 2.9159, 4.1785)  0.42
H (-1.8186, 3.9121, 2.7400)  0.30
H (-3.4016, 3.1521, 2.9904)  0.24
Br (0.9154, -1.6228, -1.4427)  -0.06
P (-3.1786, -0.9348, -3.2473)  0.68
C (-3.9693, 0.6291, -2.7729)  0.41
C (-4.7239, 1.5629, -3.7468)  -1.49
H (-3.1559, 1.2058, -2.2770)  -0.32
H (-4.6681, 0.3478, -1.9606)  0.36
H (-5.3975, 2.2217, -3.1869)  0.43
H (-4.0859, 2.2396, -4.3226)  0.36
H (-5.3440, 1.0166, -4.4573)  0.41
C (-1.5741, -0.6409, -4.0739)  0.05
C (-1.2746, -0.8979, -5.5670)  -1.32
H (-0.8710, -1.2531, -3.4628)  -0.19
H (-1.2668, 0.4081, -3.8760)  0.37
H (-0.2635, -0.5640, -5.8293)  0.41
H (-1.3184, -1.9553, -5.8159)  0.34
H (-1.9562, -0.3502, -6.2155)  0.37
C (-3.7882, -2.6365, -3.1916)  0.88
C (-5.1046, -2.9537, -3.9154)  -1.47
H (-3.8376, -2.9612, -2.1156)  -0.75
H (-2.9712, -3.2870, -3.5664)  0.35
H (-5.3853, -4.0034, -3.8068)  0.43
H (-5.9217, -2.3441, -3.5345)  0.37
H (-5.0204, -2.7652, -4.9829)  0.40
N (1.3326, 0.4328, 1.0998)  -0.37
C (2.4898, 0.6081, 1.1145)  -0.01
C (3.8757, 0.9447, 1.3316)  0.72
C (4.9486, 0.3077, 0.6752)  -0.44
C (6.2634, 0.6098, 1.0501)  -0.46
C (6.5298, 1.5394, 2.0672)  -0.43
C (5.4562, 2.2087, 2.6800)  -0.50
C (4.1424, 1.9198, 2.3045)  -0.43
H (4.7323, -0.4162, -0.1198)  0.39
H (7.0949, 0.1117, 0.5485)  0.38
H (7.5517, 1.7498, 2.3784)  0.40
H (5.6344, 2.9561, 3.4533)  0.38
H (3.2940, 2.4407, 2.7697)  0.38